# 1
# C52H112B4ClF16N9

12 unconnected molecules or ions with the total composition C52H112B4ClF16N9 (ωB97M-V with the def2-TZVPD basis set, OMol25).

```
194
Properties=species:S:1:pos:R:3:forces:R:3:lowdin_charge:R:1
C -0.69031 -2.27957 3.94768 2.0 0.4 0.8 -0.075
C 0.52516 -1.83099 3.01577 -2.7 -1.6 0.2 -0.156
N -0.06449 -1.54294 1.69240 0.7 0.3 -1.1 -0.037
C 0.71771 -1.34999 0.58208 -0.4 0.4 -0.9 -0.009
C -0.11926 -1.15654 -0.49683 1.1 -0.3 2.3 -0.037
N -1.39640 -1.21856 -0.01467 -0.2 -0.5 0.4 -0.062
C -1.32980 -1.48963 1.29419 0.1 0.4 0.9 -0.042
C -2.60644 -1.28084 -0.84149 -0.6 -0.5 -0.2 0.027
H -1.27161 -3.07801 3.50371 0.0 -0.1 -0.1 0.039
H -1.30851 -1.41556 4.22129 0.2 -0.1 -0.4 0.037
H -0.27594 -2.63131 4.92361 -0.2 0.1 -0.8 0.086
H 1.25240 -2.62531 2.80771 -0.3 0.0 0.4 0.112
H 0.99041 -0.95637 3.39740 0.3 0.8 0.2 0.033
H 1.79648 -1.32440 0.63344 -0.2 0.1 0.0 0.129
H 0.19738 -0.97540 -1.47809 -0.2 0.1 -1.2 0.084
H -2.11210 -1.60172 2.02289 -0.5 0.0 -0.5 0.165
H -3.25754 -0.41881 -0.71368 0.4 0.2 -0.1 0.067
H -3.22805 -2.13655 -0.52441 0.5 0.3 -0.2 0.102
H -2.28994 -1.42856 -1.89079 -0.2 0.1 0.6 0.113
C -3.06811 -5.72872 3.52886 -0.8 -1.7 1.2 -0.043
C -3.44223 -7.09749 2.91125 -0.8 0.8 1.6 -0.130
N -4.56445 -7.01915 1.96392 -1.4 0.3 -0.3 -0.019
C -5.92649 -7.01687 2.26789 0.1 -0.1 1.2 -0.004
C -6.62051 -6.85446 1.12600 -0.8 -0.1 0.2 -0.033
N -5.73028 -6.78422 0.10204 2.7 0.2 0.2 -0.063
C -4.46403 -6.83055 0.64813 -2.0 -0.9 -0.1 0.011
C -5.99191 -6.64483 -1.34707 -2.4 -0.7 2.0 0.047
H -2.16773 -5.91862 4.12277 0.0 0.4 -0.2 0.096
H -3.87040 -5.42695 4.22842 0.3 -0.1 -0.3 0.092
H -2.95218 -4.99318 2.79625 0.5 1.0 -0.8 0.019
H -3.68169 -7.73425 3.79309 -0.3 0.0 -1.1 0.140
H -2.66757 -7.55515 2.36945 1.3 -0.4 -0.6 0.108
H -6.33796 -7.15169 3.27693 0.6 0.1 -0.6 0.147
H -7.69884 -6.80008 1.01201 0.4 0.0 -0.2 0.145
H -3.55062 -6.87814 0.10800 0.5 0.2 -0.4 0.140
H -5.23650 -7.13862 -1.86879 1.2 -0.4 -1.0 0.083
H -6.19043 -5.63182 -1.55860 0.5 1.3 -0.5 0.090
H -6.96581 -7.13065 -1.52670 0.5 -0.2 0.0 0.112
C 3.44363 -3.89030 0.69447 -0.1 0.2 -2.6 -0.055
C 3.20574 -4.58021 -0.73698 -0.1 -0.7 2.3 -0.164
C 1.88844 -4.12963 -1.36148 1.4 0.7 -1.8 -0.111
N 1.39513 -5.05074 -2.44341 -0.7 0.5 0.1 -0.270
C 0.84939 -6.24605 -1.78761 0.1 -1.5 -1.1 0.033
C 2.41973 -5.28693 -3.47536 0.8 -0.7 -1.1 -0.091
C 1.69147 -5.53840 -4.84401 0.3 -0.8 1.5 -0.088
C 0.22584 -5.28331 -4.47916 0.3 1.6 -1.3 -0.144
C 0.29749 -4.42717 -3.26351 0.4 0.7 0.3 -0.104
H 2.63927 -4.03809 1.37428 -1.1 0.2 0.3 0.050
H 3.70685 -2.82194 0.54274 -0.4 -0.6 0.3 0.067
H 4.24804 -4.37660 1.16314 1.4 -0.5 0.5 0.050
H 3.26749 -5.69905 -0.61175 -0.2 1.1 0.0 0.119
H 4.05560 -4.31003 -1.35302 0.0 0.1 -0.3 0.099
H 2.15937 -3.23776 -1.94221 -0.5 0.3 0.5 0.125
H 1.04681 -3.93411 -0.72844 -0.2 0.1 0.6 0.114
H 0.18240 -6.82937 -2.48216 0.8 0.7 0.8 0.135
H 0.32866 -5.94739 -0.90845 -0.6 0.1 0.4 0.078
H 1.70306 -6.84743 -1.50818 0.0 -0.4 0.1 0.100
H 3.04801 -6.13750 -3.21112 0.1 0.2 0.2 0.135
H 2.99797 -4.36363 -3.51501 0.1 -0.2 -0.1 0.124
H 1.90630 -6.52792 -5.25425 -0.2 0.0 0.3 0.116
H 2.08731 -4.85263 -5.56178 -0.1 0.7 -0.4 0.108
H -0.42336 -6.10121 -4.35967 -0.5 -1.4 -0.1 0.093
H -0.16764 -4.63726 -5.25459 -0.5 -0.1 -0.3 0.127
H -0.55967 -4.29524 -2.64275 -0.7 -0.3 0.3 0.123
H 0.59328 -3.43488 -3.58123 0.4 0.1 0.3 0.109
C 3.39072 2.59374 -3.04624 -0.8 1.0 1.4 -0.058
C 2.01385 3.14868 -2.63003 0.3 -0.1 1.6 -0.187
C 1.33915 2.26213 -1.52701 -0.5 -0.1 -1.4 -0.072
N 0.32918 2.99558 -0.63818 -0.1 0.1 -0.6 -0.257
C -0.30721 2.06244 0.35489 -1.1 0.9 -1.3 -0.014
C 0.95551 4.07691 0.23702 1.1 0.8 -2.1 -0.060
C -0.12366 5.19504 0.39814 -0.2 -0.5 1.0 -0.116
C -1.30736 4.81788 -0.49766 -0.7 -0.5 -0.2 -0.163
C -0.74890 3.72398 -1.39460 0.6 -0.1 -2.2 -0.116
H 3.91024 2.15374 -2.21139 0.0 -0.4 0.3 0.052
H 3.97077 3.44488 -3.29994 0.7 0.7 -0.6 0.066
H 3.30909 1.94365 -3.85774 -0.1 -1.2 -1.2 0.049
H 1.42213 3.30674 -3.49846 -0.8 -0.3 -0.8 0.089
H 2.15478 4.17596 -2.24626 0.1 -0.4 0.1 0.102
H 2.08662 1.91766 -0.85141 0.7 -0.1 0.6 0.091
H 0.91686 1.29991 -1.95951 0.0 1.4 0.5 0.143
H 0.46596 1.60809 0.92878 0.3 -0.4 0.6 0.042
H -0.98877 1.35307 -0.14627 0.5 0.3 0.2 0.108
H -0.88603 2.79809 0.90174 -0.3 -0.7 0.9 0.085
H 1.21972 3.55580 1.11138 0.4 -0.2 1.3 0.102
H 1.93416 4.35465 -0.29344 -1.6 0.1 1.0 0.146
H -0.47148 5.33580 1.45343 0.5 -0.4 -0.8 0.127
H 0.21399 6.15843 0.08880 0.7 0.5 -0.2 0.099
H -2.19450 4.49943 0.04841 0.2 -0.2 0.2 0.112
H -1.66747 5.66139 -1.09917 0.3 -0.2 0.0 0.117
H -1.39940 2.95264 -1.86120 0.0 0.6 0.7 0.141
H -0.26854 4.23202 -2.27995 -0.1 -0.6 1.0 0.137
C -2.63619 4.47324 -6.40486 0.8 -0.2 1.4 -0.080
C -3.34535 3.42449 -5.46370 -0.5 1.3 0.9 -0.201
C -4.89595 3.40036 -5.63411 0.9 1.5 -0.2 -0.143
N -5.58810 3.11428 -4.36545 -2.1 -1.3 1.5 -0.266
C -5.21192 1.72486 -3.87841 -0.9 -0.4 0.0 0.022
C -7.13535 3.16549 -4.53632 -0.2 0.2 -0.8 -0.063
C -7.78657 3.61703 -3.21304 1.7 0.9 0.0 -0.121
C -6.73109 4.63732 -2.77762 0.3 1.3 0.6 -0.155
C -5.37712 4.06126 -3.23464 0.9 0.3 1.8 -0.121
H -2.86597 4.18302 -7.40672 -0.1 0.0 -0.8 0.056
H -1.50331 4.44610 -6.29867 -1.5 -0.1 0.0 0.093
H -2.94187 5.54213 -6.26258 0.0 -1.1 0.1 0.085
H -3.16917 3.61317 -4.36672 0.2 0.1 -1.1 0.098
H -3.00708 2.41510 -5.62123 0.5 -0.3 -0.3 0.101
H -5.17749 2.62751 -6.32167 -0.3 -0.3 -0.4 0.127
H -5.27603 4.37055 -6.02602 0.3 -0.5 0.4 0.145
H -5.94135 1.29926 -3.14817 0.5 0.8 -0.6 0.106
H -4.25505 1.76292 -3.37104 0.1 0.0 -0.2 0.102
H -5.19620 1.08135 -4.75530 0.2 -0.1 0.0 0.112
H -7.44022 2.19280 -4.87483 -0.1 -0.4 -0.3 0.123
H -7.28728 3.90782 -5.36701 -0.1 -0.6 0.9 0.147
H -7.85306 2.92646 -2.36441 -0.2 -0.6 -0.8 0.123
H -8.70119 4.18014 -3.33408 -0.4 -0.4 -0.4 0.119
H -6.83201 4.85925 -1.67955 0.6 -0.5 -1.0 0.139
H -6.86359 5.62772 -3.25233 -0.2 -0.5 -0.1 0.118
H -4.89185 3.50708 -2.39936 -0.5 0.3 -0.6 0.123
H -4.65178 4.78555 -3.56425 0.0 0.6 -0.1 0.116
C 8.35414 4.02975 0.30794 -0.4 0.3 -1.1 -0.082
C 8.43669 2.83398 -0.61387 -0.9 0.1 -2.0 -0.221
C 7.79803 1.66675 0.06891 -0.2 0.8 -0.2 -0.179
N 7.83119 0.35572 -0.61811 -0.8 -0.5 1.6 -0.222
C 9.23816 -0.01086 -0.89040 -1.0 -0.3 -0.2 0.031
C 7.22883 -0.54141 0.51523 -0.2 -1.3 -1.6 -0.053
C 6.59229 -1.75601 -0.23138 2.2 0.8 1.2 -0.122
C 6.22863 -1.21551 -1.59583 0.4 -0.3 -0.5 -0.131
C 6.94868 0.14323 -1.80821 -1.6 -0.5 1.8 -0.056
H 7.38679 4.52807 0.38505 -0.1 -0.5 0.1 0.094
H 9.01003 4.74940 -0.09939 0.8 1.1 -0.3 0.064
H 8.73406 3.77424 1.25368 0.3 -0.3 1.5 0.068
H 9.48634 2.66769 -0.91485 -0.4 0.0 0.2 0.113
H 7.83857 3.03411 -1.57894 1.0 -0.2 1.2 0.149
H 6.76967 1.91548 0.31023 -0.1 -0.1 -0.2 0.114
H 8.26335 1.43800 1.01039 0.4 0.3 0.6 0.136
H 9.64362 0.57574 -1.67476 0.3 0.8 -0.5 0.101
H 9.24385 -1.00202 -1.23227 0.0 -1.6 -0.5 0.098
H 9.81937 0.01843 -0.00906 0.5 0.4 1.0 0.108
H 8.03122 -0.74833 1.18778 0.7 -0.5 0.2 0.123
H 6.51915 -0.01764 1.10810 -0.7 0.9 -0.2 0.097
H 7.42357 -2.49707 -0.26969 -0.8 0.1 -0.3 0.121
H 5.78602 -2.17734 0.34524 -0.3 0.0 0.1 0.088
H 6.49496 -2.01128 -2.29056 0.1 0.5 -0.5 0.116
H 5.18829 -1.00088 -1.71123 -0.7 -0.2 0.1 0.092
H 7.48221 0.21047 -2.67844 1.7 0.0 -2.1 0.103
H 6.20354 0.92793 -1.85667 -0.1 0.2 0.4 0.125
C 2.38361 4.48865 5.94375 1.6 -0.1 0.9 -0.091
C 1.17596 4.97964 6.75732 -0.2 1.2 0.9 -0.230
C -0.15863 4.77287 6.02672 1.0 -1.1 -0.4 -0.115
N -0.99367 3.65837 6.66000 1.7 -0.7 -1.2 -0.260
C -0.11190 2.37339 6.78766 0.1 2.5 1.3 0.030
C -2.13727 3.25501 5.72021 1.0 0.3 0.3 -0.141
C -3.00277 2.41111 6.61836 -1.5 0.5 -0.1 -0.149
C -2.83220 3.04757 8.03071 0.3 -1.3 0.7 -0.136
C -1.70224 4.05482 7.88423 -3.0 1.9 -2.6 -0.122
H 2.20747 4.58868 4.89807 -0.4 0.0 -0.9 0.051
H 2.67145 3.42794 6.11329 -0.5 0.6 0.0 0.086
H 3.35070 5.05360 6.05824 -1.1 -0.3 0.5 0.093
H 1.19895 6.06629 7.01851 0.5 -0.6 -0.6 0.122
H 1.09147 4.56361 7.77342 0.3 -0.3 -0.4 0.100
H 0.15963 4.47472 4.97471 -1.2 0.2 1.2 0.141
H -0.75227 5.67880 6.04827 -0.3 0.0 -0.2 0.121
H 0.68883 2.35797 7.56687 -0.8 0.6 -0.7 0.129
H 0.21791 2.30576 5.80290 1.1 -0.8 -1.5 -0.027
H -0.80390 1.63137 6.97760 -1.0 -1.8 0.4 0.057
H -1.71083 2.72964 4.85730 0.0 0.1 0.0 0.008
H -2.61515 4.20683 5.43099 0.1 -0.4 0.1 0.142
H -2.74661 1.33876 6.60392 -0.3 0.5 -0.2 0.118
H -4.03877 2.61027 6.23171 0.8 -0.9 0.6 0.136
H -2.51789 2.32387 8.81604 -0.6 0.1 -0.6 0.125
H -3.78462 3.48560 8.33193 0.4 0.2 0.2 0.116
H -1.09433 4.22706 8.70648 1.2 0.2 1.4 0.113
H -2.22876 5.00775 7.52038 1.0 -0.8 1.0 0.159
B 1.66423 -1.01940 -3.73206 -0.1 0.6 0.3 -1.227
F 1.80070 0.12386 -4.49912 0.0 0.2 0.0 0.135
F 2.03033 -0.70627 -2.36053 0.1 -0.5 -0.8 0.043
F 0.29478 -1.41657 -3.71085 0.2 0.0 0.1 0.069
F 2.45915 -2.04446 -4.25636 0.0 -0.3 0.4 0.120
B 4.18686 1.58321 0.80354 0.7 0.4 -0.1 -1.279
F 4.07347 2.83833 0.21034 -0.2 0.6 -0.4 0.119
F 5.29567 1.65617 1.68955 -0.3 -0.4 0.2 0.080
F 3.01375 1.27487 1.45350 -0.3 -0.4 0.1 0.143
F 4.49691 0.64841 -0.22831 -0.2 -0.1 0.4 0.096
B -1.87278 -4.72060 0.37847 1.8 1.1 0.5 -1.198
F -1.58236 -6.06102 0.02201 -0.7 0.2 0.2 0.088
F -1.07523 -4.37118 1.52906 -0.2 -0.4 -0.8 0.073
F -1.44032 -3.87156 -0.70046 -0.6 -0.9 0.6 0.085
F -3.19499 -4.49390 0.74369 -0.2 -0.2 -0.7 0.127
B -5.84658 0.70803 -0.43080 0.9 0.8 -0.7 -1.261
F -7.04692 0.37668 0.07919 -1.1 -0.1 0.3 0.179
F -5.58175 0.00136 -1.63611 0.0 -0.3 -0.1 0.061
F -5.79119 2.12479 -0.80208 -0.1 -0.5 0.2 0.030
F -4.82093 0.43681 0.46441 0.4 0.1 0.3 0.109
Cl -0.30342 1.24855 3.63785 -0.1 0.2 -0.1 -0.111
```
Forces are in eV/Å.

Output
LUMO energy (eV): -2.692
HOMO-LUMO gap (eV): 8.6
E_HOMO (hartree): -0.4154
Charge: +2
Multiplicity: 1



# 2
# C4H5NO

2 unconnected molecules or ions with the total composition C4H5NO (ωB97M-V with the def2-TZVPD basis set, OMol25).

```
11
Properties=species:S:1:pos:R:3:forces:R:3:nbo_charge:R:1
C -1.58998 -0.10442 0.09202 -0.2 -0.2 -0.3 -0.611
C -0.59545 0.81138 0.75884 -0.1 0.9 0.0 -0.539
C 0.60016 1.16273 0.36083 0.8 -0.4 -0.3 0.720
O 1.69811 1.48254 0.10770 -0.6 -0.1 0.1 -0.498
H -1.81679 -1.03568 0.61750 0.4 0.1 0.2 0.220
H -1.22824 -0.38027 -0.89568 0.0 -0.1 0.0 0.232
H -2.55794 0.38068 -0.04760 0.2 0.2 0.0 0.217
H -0.87490 1.62415 1.43673 -0.4 -0.5 0.2 0.262
C 2.14639 -1.30448 -0.80586 -0.5 -0.4 -0.2 0.082
N 1.17268 -1.85169 -1.08380 0.7 0.4 0.2 -0.327
H 3.04596 -0.78494 -0.54068 -0.2 -0.1 0.0 0.244
```
Forces are in eV/Å.

Output
LUMO energy (eV): 0.819
HOMO-LUMO gap (eV): 9.8
Structure (SMILES): CC=C=O.C#N
Relative energy (zero: lowest compared OMol25 entry of this formula, charge and spin) (kJ/mol): 182.3
E_HOMO (hartree): -0.3291
Multiplicity: 1



# 3
# C18H15N3O4S

C18H15N3O4S in the gas phase (ωB97M-V with the def2-TZVPD basis set, OMol25).

```
41
Properties=species:S:1:pos:R:3:forces:R:3:nbo_charge:R:1
N -2.93659 2.29021 0.66076 -0.2 0.2 0.2 -0.277
C -2.49078 1.68970 -0.20557 -0.7 0.4 0.6 0.279
C -1.94848 0.96126 -1.30090 1.1 0.3 -0.9 -0.574
C -1.33009 -0.34910 -0.98255 0.0 -0.7 0.1 0.152
N -1.50053 -1.31980 -1.82885 -0.2 0.6 0.0 -0.318
C -0.86371 -2.49240 -1.60754 0.4 -0.3 0.4 0.074
C -1.01536 -3.55670 -2.51266 0.1 -0.2 0.0 -0.161
C -0.36197 -4.73788 -2.28196 -0.2 0.1 -0.2 -0.216
C 0.45173 -4.89816 -1.15031 0.1 0.1 0.2 -0.181
C 0.61450 -3.87908 -0.24847 0.0 -0.2 -0.1 -0.206
C -0.04110 -2.65652 -0.46416 -0.3 0.0 -0.5 0.150
N 0.10059 -1.64338 0.42832 -0.2 0.6 0.0 -0.498
C -0.51315 -0.51792 0.18661 0.3 -0.6 0.2 0.514
O -0.42431 0.52288 1.01831 -0.3 -0.3 -0.5 -0.495
C 0.38617 0.40530 2.18612 0.2 -0.1 0.6 -0.105
C -0.12429 -0.63304 3.20055 -0.1 0.3 -0.3 -0.093
O 0.56967 -1.84334 3.13724 0.3 -0.6 0.0 -0.737
S -0.58706 2.01100 -2.08739 0.1 0.3 -0.4 2.158
O 0.21528 1.10816 -2.86140 0.1 -0.3 0.3 -0.922
O -1.25734 3.08469 -2.76020 -0.3 0.2 0.3 -0.917
C 0.41467 2.67830 -0.75944 -0.4 -0.3 -0.5 -0.250
C -0.04921 3.76048 -0.03861 -0.1 0.2 0.0 -0.201
C 0.74063 4.26914 0.97974 -0.1 0.0 0.0 -0.200
C 1.97474 3.69862 1.25073 0.0 0.0 0.0 -0.186
C 2.43275 2.62294 0.50512 0.0 0.0 -0.1 -0.221
C 1.64566 2.10441 -0.50949 0.1 -0.1 -0.1 -0.201
H -2.67151 0.85551 -2.11256 0.1 0.0 0.0 0.312
H -1.64365 -3.40741 -3.37596 -0.1 0.0 -0.1 0.230
H -0.46911 -5.55927 -2.97427 0.0 0.0 -0.1 0.221
H 0.95448 -5.84044 -0.99175 0.0 -0.1 0.0 0.221
H 1.23685 -3.99037 0.62624 0.1 0.0 0.1 0.225
H 0.36336 1.41030 2.60875 0.0 -0.1 -0.1 0.210
H 1.41067 0.14723 1.89620 -0.1 0.1 0.1 0.201
H -1.20353 -0.77735 3.03970 0.1 0.1 0.1 0.169
H 0.02481 -0.25317 4.21352 -0.1 0.1 -0.1 0.191
H 0.54838 -2.13640 2.20662 0.0 0.3 0.3 0.489
H -1.00399 4.19503 -0.28508 -0.1 0.1 0.0 0.248
H 0.39363 5.11182 1.55727 0.0 0.1 0.0 0.225
H 2.58840 4.09933 2.04368 0.0 0.0 0.1 0.221
H 3.40026 2.19132 0.71201 0.1 0.0 0.0 0.224
H 1.96856 1.27411 -1.11836 0.1 -0.1 0.0 0.246
```
Forces are in eV/Å.

Output
LUMO energy (eV): -0.700
HOMO-LUMO gap (eV): 8.6
Structure (SMILES): N#C[C@H](c1nc2ccccc2nc1OCCO)S(=O)(=O)c1ccccc1
Relative energy (zero: lowest compared OMol25 entry of this formula, charge and spin) (kJ/mol): 126.4
E_HOMO (hartree): -0.3415
Multiplicity: 1



> Which value of LUMO energy does entry 2 give?

0.819 eV



> The highest HOMO-LUMO gap belongs to which entry?

C4H5NO